Record 1
3 unconnected molecules or ions with the total composition C15H37N3O7S, computed with the ωB97M-V functional and the def2-TZVPD basis.

```
63
Properties=species:S:1:pos:R:3:forces:R:3
C -1.211 -0.194 1.933 -0.154 -0.318 0.114
C -0.227 -0.972 2.364 0.057 0.087 -0.167
C 1.213 -0.759 2.025 -0.111 -0.435 -0.424
O 2.042 -0.434 3.168 0.144 0.049 -0.035
S 1.414 0.102 4.540 -0.194 0.082 -0.054
O 2.459 0.900 5.126 0.058 0.044 0.094
O 1.472 -1.312 5.441 0.156 -0.017 -0.014
N 1.616 -2.527 4.712 -0.167 0.002 -0.140
H -2.180 -0.258 2.413 -0.241 -0.325 -0.439
H -1.121 0.467 1.082 0.297 0.492 0.343
H -0.451 -1.845 2.966 0.072 0.325 0.555
H 1.330 0.037 1.292 0.001 0.126 0.030
H 1.659 -1.668 1.627 0.059 -0.067 0.009
H 0.929 -3.140 5.138 0.046 -0.027 0.075
H 2.538 -2.868 4.963 0.010 -0.017 0.029
C 3.991 2.536 2.155 -0.110 -0.032 -0.049
O 3.494 2.875 0.873 0.038 -0.034 0.029
C 4.326 3.736 0.110 -0.032 0.071 -0.078
C 4.963 2.999 -1.050 0.034 -0.055 0.024
N 5.949 2.034 -0.587 -0.128 -0.081 0.008
C 6.436 1.107 -1.601 0.078 0.019 0.080
C 5.435 0.190 -2.297 0.039 -0.024 -0.121
O 4.881 -0.818 -1.471 0.030 0.038 0.067
C 3.794 -0.421 -0.661 -0.021 -0.070 -0.029
H 3.179 2.053 2.692 0.019 -0.006 0.066
H 4.830 1.833 2.104 0.047 0.051 0.027
H 4.307 3.424 2.710 0.006 -0.003 0.004
H 5.088 4.198 0.744 0.035 -0.051 -0.011
H 3.692 4.531 -0.293 -0.003 0.010 0.030
H 5.458 3.725 -1.703 0.005 -0.012 -0.010
H 4.150 2.538 -1.627 -0.013 0.051 -0.027
H 5.561 1.506 0.183 0.001 0.005 0.010
H 7.186 0.470 -1.126 0.024 0.014 -0.026
H 6.956 1.686 -2.372 -0.030 0.002 -0.018
H 5.978 -0.342 -3.082 -0.019 -0.012 -0.001
H 4.633 0.753 -2.791 -0.018 0.030 0.072
H 3.171 0.328 -1.160 0.002 0.014 0.013
H 4.114 -0.022 0.306 -0.007 0.046 -0.012
H 3.191 -1.311 -0.474 -0.001 0.000 -0.016
C -6.705 -3.463 -2.139 -0.018 -0.028 -0.048
O -6.493 -2.325 -2.946 0.039 -0.009 0.080
C -7.232 -1.171 -2.569 -0.072 0.075 -0.082
C -6.342 -0.107 -1.964 0.046 -0.025 0.055
N -5.837 -0.511 -0.661 0.083 -0.077 -0.096
C -4.797 0.344 -0.104 -0.068 -0.033 0.082
C -3.495 0.518 -0.881 0.056 0.097 0.031
O -2.679 -0.638 -0.934 -0.092 0.015 0.012
C -3.037 -1.590 -1.916 0.123 -0.026 0.006
H -6.265 -4.312 -2.659 0.010 0.007 0.001
H -6.233 -3.377 -1.154 -0.035 0.014 0.015
H -7.773 -3.656 -1.994 0.002 -0.007 0.004
H -8.038 -1.440 -1.879 0.040 0.006 0.043
H -7.685 -0.767 -3.478 -0.015 -0.027 -0.001
H -6.928 0.811 -1.847 0.021 0.013 0.007
H -5.543 0.103 -2.689 -0.038 0.027 -0.035
H -5.491 -1.459 -0.718 0.009 0.002 -0.001
H -4.539 -0.056 0.880 -0.012 0.032 0.013
H -5.225 1.339 0.061 0.011 0.008 -0.028
H -2.907 1.271 -0.349 0.018 -0.004 -0.021
H -3.661 0.908 -1.892 -0.058 -0.067 -0.014
H -3.436 -1.112 -2.815 -0.020 -0.006 0.002
H -3.770 -2.313 -1.546 -0.043 0.027 -0.029
H -2.134 -2.138 -2.181 0.004 0.013 -0.004
```
Forces are in eV/Å.

As for the LUMO energy: 0.025 hartree. The calculation puts the relative energy (zero: lowest compared OMol25 entry of this formula, charge and spin) at 2.5476 eV. Its total energy is -1682.62883 Ha. The value obtained for the HOMO energy is -0.3150 Eh. Its largest force on an atom is 0.7 eV Å⁻¹. As for the charge: 0.

***

Record 2
A molecular structure, C3H5I3O, computed with the ωB97M-V functional and the def2-TZVPD basis.

```
12
Properties=species:S:1:pos:R:3:forces:R:3
C -1.284 0.419 -0.395 -1.069 0.002 -3.621
C -0.497 -0.074 0.644 4.779 -2.143 1.601
C 1.485 0.147 0.004 -2.104 0.174 0.769
O -0.455 -1.425 0.856 -0.569 2.107 3.918
I 2.720 -1.036 1.287 -0.223 0.182 -0.254
I 1.638 -0.543 -2.081 -0.164 0.223 0.865
I 1.963 2.221 0.159 0.012 -0.096 -0.101
H -1.402 -0.278 -1.256 -0.395 0.026 0.867
H -0.796 1.213 -0.910 0.257 1.272 -0.013
H -2.189 0.751 0.044 -1.319 0.337 -0.173
H -0.684 0.425 1.596 0.996 0.098 -0.023
H -0.498 -1.821 0.052 -0.202 -2.183 -3.835
```
Forces are in eV/Å.

As for the LUMO energy: -0.026 hartree. The calculation puts the relative energy (zero: lowest compared OMol25 entry of this formula, charge and spin) at 1.1640 eV. Its total energy is -1085.53620 Ha. The value obtained for the HOMO energy is -0.3229 Eh. Its largest force on an atom is 5.5 eV Å⁻¹. As for the charge: 0.

***

Record 3
A molecular structure, C38H36HfN8S, computed with the ωB97M-V functional and the def2-TZVPD basis.

```
84
Properties=species:S:1:pos:R:3:forces:R:3
Hf 0.136 0.275 0.589 0.143 -0.150 -0.134
N -10.214 0.202 0.116 -0.436 0.023 -0.016
C -9.073 0.124 0.138 -0.267 -0.011 -0.002
C -7.657 0.038 0.170 0.817 -0.090 0.014
C -6.983 0.107 1.391 -0.147 -0.029 -0.170
C -5.604 0.053 1.420 0.150 0.072 -0.144
C -4.870 -0.039 0.234 -0.443 0.013 0.006
C -5.556 -0.145 -0.980 0.143 -0.061 0.132
C -6.936 -0.118 -1.015 -0.094 0.015 0.115
C -3.397 0.014 0.275 0.324 -0.046 -0.131
C -2.761 0.999 -0.501 -0.532 -0.004 -0.042
C -3.374 1.917 -1.396 0.295 -0.324 0.397
C -2.362 2.546 -2.092 0.290 -0.053 -0.016
C -1.162 2.042 -1.591 -0.148 0.292 -0.268
N -1.378 1.131 -0.624 -0.072 0.191 0.099
C -2.734 -0.961 1.042 -0.619 0.066 0.105
C -3.316 -2.126 1.599 0.346 0.383 -0.152
C -2.298 -2.853 2.180 0.275 0.032 -0.017
C -1.126 -2.126 1.978 -0.083 -0.229 0.161
N -1.363 -0.987 1.301 -0.873 -0.530 0.124
H -7.548 0.208 2.304 -0.025 0.023 0.070
H -5.091 0.127 2.366 0.075 0.012 0.091
H -5.000 -0.276 -1.897 0.033 0.020 -0.070
H -7.460 -0.210 -1.956 -0.028 0.010 -0.006
H -4.426 2.090 -1.497 -0.174 0.003 -0.007
H -2.464 3.281 -2.867 0.005 0.115 -0.076
H -0.163 2.312 -1.908 -0.027 0.007 0.125
H -4.352 -2.397 1.545 -0.212 -0.021 -0.043
H -2.374 -3.791 2.693 -0.007 -0.194 0.086
H -0.132 -2.364 2.317 0.108 -0.095 0.061
C 2.927 -1.262 0.086 0.025 -0.422 -0.033
N 2.226 0.008 0.061 0.738 0.342 0.075
C 2.912 1.120 0.135 0.106 0.187 -0.259
C 2.237 2.325 0.341 0.246 0.785 0.058
C 2.655 3.666 0.289 -0.040 -0.745 0.004
C 1.532 4.436 0.535 -0.452 -0.052 0.097
C 0.470 3.556 0.738 0.146 0.361 0.009
N 0.876 2.277 0.623 0.306 0.222 -0.188
C 2.458 -2.018 1.309 0.164 -0.090 -0.063
C 2.093 -3.357 1.227 0.062 0.034 0.047
C 1.783 -4.064 2.376 0.007 -0.009 -0.063
C 1.858 -3.448 3.616 0.002 0.049 -0.004
C 2.219 -2.114 3.704 -0.025 -0.002 0.052
C 2.488 -1.386 2.554 0.145 -0.129 -0.138
H 4.012 -1.102 0.132 -0.153 0.004 -0.037
H 2.701 -1.842 -0.815 0.008 0.070 0.188
H 3.996 1.128 0.034 -0.001 -0.122 -0.022
H 3.648 4.005 0.078 0.297 0.120 -0.036
H 1.474 5.505 0.559 -0.018 0.261 0.033
H -0.557 3.801 0.960 -0.079 -0.007 -0.029
H 2.084 -3.856 0.270 -0.055 -0.019 -0.144
H 1.501 -5.101 2.302 -0.024 -0.183 0.015
H 1.653 -4.007 4.513 -0.035 -0.100 0.134
H 2.321 -1.647 4.669 -0.046 0.015 0.065
H 2.844 -0.364 2.630 -0.057 0.043 0.059
N -0.231 1.118 2.948 0.179 0.050 -0.183
C -0.244 0.353 4.186 -0.147 -0.241 0.260
C 0.806 0.468 5.086 -0.110 0.088 -0.181
C 0.789 -0.265 6.262 -0.060 0.046 -0.028
C -0.266 -1.118 6.537 0.038 -0.022 0.047
C -1.324 -1.213 5.649 0.016 0.045 -0.006
C -1.325 -0.466 4.484 0.126 0.197 -0.139
H 0.404 1.909 3.097 -0.282 -0.122 -0.259
H -1.170 1.512 2.819 0.265 0.047 0.032
H 1.633 1.135 4.885 0.099 0.093 -0.063
H 1.600 -0.163 6.965 0.098 0.025 0.078
H -0.276 -1.687 7.452 0.006 -0.076 0.125
H -2.161 -1.855 5.869 -0.121 -0.068 0.044
H -2.177 -0.504 3.822 -0.111 -0.033 -0.125
C -1.538 -3.090 -3.854 -0.497 -0.172 0.063
N -0.182 -2.618 -3.864 0.322 0.268 0.224
C 0.682 -2.862 -5.011 0.161 -0.144 -0.361
C 2.000 -2.171 -4.624 0.317 -0.053 -0.279
N 1.713 -1.684 -3.281 -0.119 0.004 -0.030
C 0.451 -1.956 -2.906 0.542 0.234 0.058
S -0.224 -1.629 -1.384 -0.516 -0.249 0.425
H -2.092 -2.643 -4.681 0.032 0.038 0.031
H -2.009 -2.820 -2.912 0.024 -0.042 -0.091
H -1.567 -4.174 -3.977 0.048 0.003 0.057
H 0.235 -2.454 -5.920 0.013 -0.001 0.086
H 0.813 -3.938 -5.152 -0.023 0.061 0.004
H 2.259 -1.342 -5.286 -0.069 -0.110 -0.006
H 2.837 -2.874 -4.598 -0.119 0.120 -0.072
H 2.302 -1.009 -2.828 -0.197 -0.039 0.173
```
Forces are in eV/Å.

As for the LUMO energy: -0.243 hartree. The calculation puts the relative energy (zero: lowest compared OMol25 entry of this formula, charge and spin) at 0.9956 eV. Its total energy is -2353.55211 Ha. The value obtained for the HOMO energy is -0.4864 Eh. Its largest force on an atom is 1.0 eV Å⁻¹. As for the charge: +2.

***

Record 4
A single C3H6N2 molecule, computed with the ωB97M-V functional and the def2-TZVPD basis.

```
11
Properties=species:S:1:pos:R:3:forces:R:3
C -0.883 1.230 0.832 -0.431 0.268 0.244
C 0.223 0.270 1.106 0.560 -0.422 0.553
C 0.723 -1.430 -1.719 -1.154 0.930 1.501
H -1.389 1.017 -0.108 0.165 0.026 0.094
H -0.472 2.251 0.803 -0.193 -0.221 0.059
H -1.637 1.186 1.647 0.534 0.087 -0.345
H 0.772 0.347 2.064 -0.479 0.060 -0.393
H 0.303 -1.615 -2.709 0.273 0.135 0.176
H 1.693 -1.857 -1.395 -0.618 0.221 -0.300
N 0.667 -0.674 0.372 -0.453 0.674 -0.494
N -0.001 -0.726 -0.893 1.797 -1.758 -1.094
```
Forces are in eV/Å.

The SMILES is C=N/N=C\C. As for the LUMO energy: 0.035 hartree. The calculation puts the relative energy (zero: lowest compared OMol25 entry of this formula, charge and spin) at 1.9494 eV. Its total energy is -227.35319 Ha. The value obtained for the HOMO energy is -0.3447 Eh. Its largest force on an atom is 2.7 eV Å⁻¹. As for the charge: 0.

***

Record 5
A molecular structure, C6H12O6Rb, computed with the ωB97M-V functional and the def2-TZVPD basis.

```
25
Properties=species:S:1:pos:R:3:forces:R:3
Rb -1.942 1.818 1.712 0.308 -0.330 -0.291
C -0.625 -3.293 2.572 0.280 -0.245 -0.232
O 0.613 -2.557 2.441 -0.569 -0.297 0.121
C 0.538 -1.349 1.957 0.759 0.636 -0.867
O -0.451 -0.769 1.544 -0.107 0.137 0.454
O 1.783 -0.861 1.913 -0.349 -0.604 0.184
C 2.016 0.406 1.347 0.586 1.199 0.501
H -0.814 -3.887 1.678 0.272 0.036 -0.074
H -1.478 -2.633 2.690 0.117 0.063 0.413
H -0.418 -3.959 3.403 -0.434 0.054 0.114
H 3.072 0.620 1.514 0.031 -0.347 -0.199
H 1.528 1.206 1.914 -0.424 -0.186 -0.143
H 1.796 0.496 0.290 -0.291 -0.278 -0.086
C -0.954 -1.075 -1.881 -0.345 0.476 -0.361
O -0.804 0.119 -2.668 0.328 0.410 0.054
C -0.474 1.236 -2.025 -1.038 -0.758 -0.941
O -0.495 1.367 -0.823 0.194 0.455 0.591
O -0.239 2.161 -2.939 0.400 -0.133 0.043
C 0.050 3.453 -2.455 -0.173 1.536 0.571
H -1.887 -1.043 -1.314 0.172 0.106 0.141
H -0.091 -1.150 -1.224 -0.122 -0.467 -0.013
H -1.060 -1.839 -2.648 0.374 -0.248 0.332
H -0.807 3.872 -1.918 0.022 -0.246 0.067
H 0.223 4.142 -3.279 0.017 -0.500 -0.344
H 0.920 3.520 -1.801 -0.008 -0.468 -0.033
```
Forces are in eV/Å.

As for the LUMO energy: -0.129 hartree. The calculation puts the relative energy (zero: lowest compared OMol25 entry of this formula, charge and spin) at 0.0000 eV. Its total energy is -711.18035 Ha. The value obtained for the HOMO energy is -0.5215 Eh. Its largest force on an atom is 1.6 eV Å⁻¹. As for the charge: +1.